1.
A 2-piece molecular cluster, C10H16O overall, computed with the ωB97M-V functional and the def2-TZVPD basis.

As for the charge: 0. As for the orbital gap: 0.3386 Eh. Its SMILES is Cc1ccc(O)cc1.CCC.

The geometry in XYZ format:
```
27
C10H16O (the ωB97M-V functional and the def2-TZVPD basis)
H -0.77060 -1.98351 2.88987
C 1.70612 1.09272 0.51287
C 0.53575 0.80379 1.26669
H -3.42839 -0.59409 -2.20292
H 1.69719 -1.80783 3.33082
C -1.44319 0.21966 -2.17136
O 4.04469 1.06162 0.60128
H -2.07029 1.98224 -3.25427
H -2.84276 0.56328 -3.72288
H -0.47307 -0.07564 -2.31038
C -1.93742 0.92862 -3.47241
H -0.85525 -0.51133 3.62781
C -2.36674 -0.98411 -2.13814
H -0.31883 1.31456 0.97334
C 0.55819 -0.27898 2.16391
C -0.74679 -0.74713 2.64459
H -1.58596 -0.35470 2.13073
C 2.95391 -0.53223 1.99307
C 2.86166 0.43779 0.98859
H -1.37239 0.44539 -4.34726
H 1.78723 1.85646 -0.26894
H 3.90988 -0.93765 2.38019
H -2.25807 -1.48990 -1.16452
H -2.37735 -1.47805 -3.06893
H -1.48083 0.87334 -1.36852
H 4.55784 1.12658 1.38903
C 1.71547 -0.93090 2.59775
```


2.
C38H56F6N3O9S2SeTl as an isolated structure, computed with the ωB97M-V functional and the def2-TZVPD basis.

As for the charge: -2. As for the orbital gap: 0.2102 Eh.

The geometry in XYZ format:
```
116
C38H56F6N3O9S2SeTl (the ωB97M-V functional and the def2-TZVPD basis)
C 1.50458 -1.64400 -2.93938
C -0.60592 0.81601 4.04110
H 1.09637 -2.45450 -2.33492
C -1.45766 0.31831 1.24627
H -3.85784 -3.40017 3.90139
N 5.74216 0.83213 -0.43691
H -1.89551 -2.54018 -4.37239
C -0.34421 -1.56635 3.33405
H 0.89307 -2.22742 1.65741
H -4.68687 -0.96873 -5.08822
H 6.58010 -0.84664 -1.33704
H 1.06226 -4.09698 5.31727
H -5.53366 -1.94135 -1.55882
C 2.04438 -1.73475 4.15804
S 1.53280 6.57245 -1.39683
H -6.27370 -0.69742 3.16787
H -0.35197 -3.40078 2.15935
H -3.34333 -4.12879 -3.64981
H -4.13073 0.20020 4.99847
C 2.48739 1.65940 2.19716
C -1.80364 -1.67331 3.64549
H -5.73094 -0.67163 -2.77247
O 2.24527 0.40753 1.70149
H 4.96279 -0.37546 -1.91213
C 0.50102 -2.63087 -4.99408
H 2.31494 -1.90366 3.12286
F -0.94300 6.00639 -2.19497
H -3.79883 -2.44210 -5.45930
F 0.17086 7.09775 -3.65347
H -0.49211 -4.04939 4.49121
H -0.74592 -2.02081 6.14237
C 0.53845 -3.70440 4.44569
H -5.32603 -1.06249 5.31932
C -3.09647 -1.46177 -2.98822
H 0.55709 -0.05204 -5.86304
H 3.20985 1.54626 3.03370
H -6.48370 -2.25297 -3.01077
O 3.01751 2.58850 1.26941
O 3.70016 3.91620 -3.12268
C -4.52182 -2.79563 3.29028
C 1.17841 -0.24297 -4.98833
H -4.36986 -3.08421 2.25227
H 2.73538 -2.28502 4.79656
C -3.03656 -0.52097 -1.97212
H -1.26968 1.50272 3.50522
H -0.78829 -1.97655 1.25600
H 7.21173 2.33117 -0.27854
O 2.81858 6.07990 -3.88521
O 3.63184 1.21843 -1.10284
F 5.48871 5.67497 -1.25817
Tl 1.29525 2.70774 -1.23595
F 5.98830 5.68806 -3.34891
C -0.76669 -0.95512 -3.54067
H 1.56942 2.14415 2.56275
H 6.82900 1.49322 1.23221
C -2.78431 -1.03489 2.95784
C 5.04046 6.05756 -2.46518
C 4.51538 1.43037 -0.30798
H 1.58098 -0.75948 -2.31312
C 5.93626 -0.00666 -1.59958
C -4.61264 -2.03101 -4.86943
C -2.59985 -0.16606 1.83474
C -4.22059 -1.29871 3.44939
H 6.38027 0.54904 -2.42911
H -5.55186 -3.01753 3.57068
H -3.60895 -1.38894 5.54557
C -0.79881 0.21777 -2.70555
H 2.16184 -0.67291 4.34509
C -4.18570 -3.73069 -3.09022
C -1.90715 -1.70558 -3.68676
O 2.05413 7.86013 -1.75700
H -5.10893 0.53490 2.70012
H -4.00280 -3.90037 -2.03168
C 0.25902 -1.71466 5.86263
N 2.61338 5.42381 -1.45369
C -5.30677 -0.53215 2.69080
H -0.13461 -2.47733 -5.86568
C -4.35489 -2.23043 -3.36787
F 0.51239 4.98293 -3.38580
O 0.77718 6.51644 -0.18455
H 0.16519 1.42267 4.53127
H -5.08331 -4.27876 -3.38332
H 4.75664 3.34129 0.60513
C -5.60040 -1.74026 -2.62475
Se -1.78989 1.50168 -0.31810
H 0.11971 -3.47535 -4.42339
H 1.50049 -2.88905 -5.34629
H -2.07010 -2.30850 4.47869
H 1.23637 0.66423 -4.39545
S 3.33847 5.26536 -2.83032
H 7.75832 0.66357 -0.01130
C -4.32898 -0.86741 4.92175
H -5.53894 -2.51972 -5.17659
H 2.50148 -1.92814 -3.28189
O 0.05392 1.14694 -2.78452
H 4.89672 1.97349 1.76513
N 0.01838 -0.13225 3.13478
C -0.12156 -2.34702 2.02548
C -0.14634 0.26055 1.77583
C 6.94181 1.36437 0.15828
C -1.90542 0.25642 -1.80682
H -3.86795 -0.38287 -1.29463
C 0.98471 0.32543 0.97980
H 0.34347 -0.63899 5.96272
C 0.60131 -2.16934 4.43809
H 2.18071 -0.51389 -5.32236
H 1.00916 -4.12766 3.56495
H -5.38165 -0.86974 1.66144
F 5.02485 7.39176 -2.46946
H 0.95684 -2.17144 6.56725
C 4.35187 2.36330 0.89356
H -1.20438 0.31515 4.80148
H -3.50103 0.14826 1.33447
C 0.57695 -1.36285 -4.13180
O 1.04532 0.29687 -0.24627
C 0.27115 6.12427 -2.74555
```


For each record above, in turn, the calculated energy above the lowest of the compared OMol25 structures with the same formula, charge and spin values are 3.443; 0.000 eV.
For each record above, in turn, the calculated calculated total energy values are -465.7713; -6292.5354 Ha.
For each record above, in turn, the calculated F_max values are 4.47; 2.25 eV/Å.